# 1
DFT (ωB97M-V/def2-TZVPD) results for a molecular structure, C55H46BCl3F4HfN5O2S2 at a distorted geometry.

Summary:
Net charge: +3
Energy relative to the best compared isomer or geometry (same formula, charge and spin) in kJ/mol: 319.0
Largest force on an atom in eV/Å: 1.0
LUMO energy in Ha: -0.288
2S+1: 1
Frontier orbital gap in eV: 6.846

Atoms and positions in Å:
Hf -1.86589 -0.63371 0.16914
C -4.25420 -3.04813 0.81074
C -3.65512 -3.59179 -0.47810
C -3.83529 -2.61699 -1.59811
C -4.72437 -2.88940 -2.62460
C -4.90158 -1.97999 -3.65286
C -4.13661 -0.82247 -3.65438
C -3.25511 -0.62375 -2.61941
N -3.13272 -1.46428 -1.56706
N -3.30550 -2.16335 1.55810
C -4.09035 -1.39352 2.55106
C -3.29218 -0.19613 2.98705
C -3.59830 0.44716 4.26677
C -3.37986 1.75816 4.41518
C -2.95269 2.56346 3.28904
C -2.75938 2.02273 2.08265
N -2.89927 0.63210 1.88098
C -2.38903 -3.02216 2.37169
C -1.11368 -3.40528 1.70039
C -0.53332 -4.62840 1.97238
C 0.72916 -4.90677 1.47093
C 1.36954 -3.93582 0.72333
C 0.71160 -2.75047 0.47339
N -0.52062 -2.46911 0.93271
H -5.14682 -2.46608 0.58410
H -4.55804 -3.86304 1.47072
H -2.59628 -3.83737 -0.36637
H -4.15552 -4.52245 -0.74057
H -5.27770 -3.81808 -2.60726
H -5.61545 -2.17639 -4.44208
H -4.21555 -0.08539 -4.44069
H -2.65352 0.27010 -2.58416
H -5.00823 -1.02278 2.09799
H -4.36504 -2.02431 3.39981
H -4.02886 -0.16113 5.05081
H -3.59401 2.24686 5.35598
H -2.84635 3.63378 3.40497
H -2.54964 2.57496 1.18058
H -2.11239 -2.46872 3.26960
H -2.93011 -3.90918 2.70527
H -1.06268 -5.34981 2.58015
H 1.20030 -5.86025 1.67010
H 2.36168 -4.08677 0.32206
H 1.20313 -1.99148 -0.10555
C 0.57985 6.47468 4.89874
C 0.45992 5.27028 4.01097
C 0.39221 5.39715 2.62649
C 0.31927 4.28008 1.80450
C 0.29262 3.01459 2.37211
C 0.34403 2.86381 3.75539
C 0.43636 3.98414 4.56065
S 0.17554 1.62087 1.27684
O -1.87713 -0.24578 2.63009
C 1.66203 0.68260 1.54256
C 1.75859 -0.23308 2.61759
C 2.90638 -0.94593 2.80046
C 4.00489 -0.80038 1.91558
C 5.19255 -1.55104 2.08543
C 6.23517 -1.40639 1.21515
C 6.13974 -0.50580 0.13273
C 5.00784 0.23591 -0.05722
C 3.91293 0.11192 0.83336
C 2.71229 0.86038 0.66776
C 2.56295 1.81413 -0.47006
C 3.11738 3.11640 -0.42123
C 3.86940 3.56463 0.69426
C 4.38826 4.82647 0.70794
C 4.17790 5.69917 -0.38236
C 3.44378 5.29975 -1.46362
C 2.88952 4.00123 -1.51038
C 2.10526 3.57785 -2.61762
C 1.56700 2.32976 -2.66021
C 1.81211 1.45608 -1.57561
S 1.23075 -0.18663 -1.52709
O -0.26552 -0.18309 -1.02869
C 1.14754 -0.69876 -3.22703
C -0.01059 -0.68484 -3.86718
C -0.27286 -1.53957 -5.07244
C 1.54456 -3.47142 -4.82302
C 1.94549 -3.94568 -6.21969
C 2.54648 -2.45442 -4.33612
C 2.40668 -1.32476 -3.64799
H 0.34711 7.39189 4.36166
H 1.59667 6.56129 5.28599
H -0.08698 6.39943 5.75742
H 0.40954 6.38398 2.18073
H 0.28714 4.39403 0.72732
H 0.32123 1.87506 4.19752
H 0.49143 3.86659 5.63642
H 0.92253 -0.34185 3.29700
H 2.99764 -1.63283 3.63349
H 5.26495 -2.23444 2.92241
H 7.14334 -1.97677 1.35573
H 6.97672 -0.39725 -0.54410
H 4.95254 0.93712 -0.88085
H 4.02649 2.90014 1.53431
H 4.96557 5.16616 1.55717
H 4.60309 6.69360 -0.35641
H 3.27825 5.97105 -2.29652
H 1.94407 4.26806 -3.43587
H 0.97518 2.00768 -3.50644
H -0.86519 -0.20948 -3.41038
H -1.33522 -1.51266 -5.30208
H 1.88816 -3.13859 -6.94373
H 1.31912 -4.77006 -6.54575
H 2.97306 -4.30143 -6.17078
H 3.56000 -2.74888 -4.58509
H 3.31209 -0.78795 -3.37965
Cl -1.03255 -4.10346 -5.62687
C 0.04431 -3.03261 -4.69540
Cl 0.53928 -0.93185 -6.52557
Cl 1.76629 -4.90100 -3.72684
C -0.40037 -3.14622 -3.28624
N -0.81917 -3.20718 -2.21878
F -2.54198 1.02246 -0.60983
B -5.24031 1.33504 -0.48566
F -5.34342 1.50429 -1.77774
F -5.16400 2.33980 0.35107
F -5.20194 0.08792 0.00483

These are the Mulliken partial charges, in e, on atoms 1 to 8: Hf 2.532; C -1.052; C -1.313; C 0.727; C -1.144; C -0.794; C -1.451; C -0.962

# 2
DFT (ωB97M-V/def2-TZVPD) results for a molecular structure, C55H46BrN2O3P2Rb.

Summary:
Energy relative to the best compared isomer or geometry (same formula, charge and spin) in kJ/mol: 0.0
Largest force on an atom in eV/Å: 0.7
LUMO energy in Ha: 0.002
2S+1: 1
Frontier orbital gap in eV: 7.578

Atoms and positions in Å:
Rb 0.56954 -0.08377 -0.40091
O -4.98296 -1.32964 -1.45973
C -5.08272 0.02582 -1.32024
C -6.35207 0.58554 -1.28272
C -6.49172 1.95624 -1.12153
C -5.37110 2.76645 -1.00452
C -4.10645 2.19267 -1.03238
C -3.94202 0.82604 -1.18613
C -2.53666 0.21426 -1.08729
O -1.58126 1.11147 -0.86419
N -2.36069 -0.63458 -2.31292
N -1.24601 -1.42164 -2.27709
C -0.82484 -1.88288 -3.38652
C 0.29717 -2.81246 -3.49386
Br 1.68664 -2.69834 -2.19320
C 0.44315 -3.69961 -4.47850
C -0.57521 -3.98954 -5.50278
C -0.17570 -4.19921 -6.82333
C -1.11108 -4.47219 -7.80728
C -2.45791 -4.56017 -7.48158
C -2.86304 -4.38370 -6.16693
C -1.92887 -4.10361 -5.18114
H -4.06500 -1.51935 -1.73109
H -7.21432 -0.06119 -1.37991
H -7.48261 2.39194 -1.08976
H -5.48404 3.83647 -0.88425
H -3.20159 2.77708 -0.91895
H -2.61732 -0.57310 -0.30325
H -2.44937 -0.10468 -3.18133
H -1.31612 -1.64956 -4.33376
H 1.37123 -4.25433 -4.54944
H 0.87546 -4.13293 -7.07580
H -0.79098 -4.62023 -8.83008
H -3.18700 -4.77863 -8.25050
H -3.90951 -4.47218 -5.90639
H -2.24525 -3.99994 -4.15047
C 1.38539 -2.13010 7.59975
C 2.18654 -2.46061 6.32704
C 3.35109 -3.39520 6.68957
C 1.26075 -3.14071 5.32931
C 0.83610 -4.45419 5.51624
C -0.05159 -5.06246 4.64702
C -0.55577 -4.35125 3.56918
C -0.17006 -3.03491 3.35107
P -0.82767 -1.99486 2.00680
C -2.27246 -1.21257 2.80916
C -2.76586 -0.04163 2.23995
C -3.94260 0.52691 2.71053
C -4.60916 -0.03955 3.78531
C -4.09952 -1.18340 4.38717
C -2.94536 -1.77413 3.89489
C -1.59117 -3.21855 0.88810
C -0.72866 -4.03964 0.15777
C -1.21313 -4.86723 -0.84069
C -2.57200 -4.87530 -1.13447
C -3.43548 -4.05989 -0.41977
C -2.94934 -3.23447 0.58877
C 0.74782 -2.45912 4.23390
O 1.08308 -1.15239 3.96577
C 2.17021 -0.60408 4.59494
C 2.65051 0.58402 4.03359
C 3.70433 1.22930 4.67231
C 4.26272 0.70161 5.82599
C 3.77856 -0.48615 6.34038
C 2.72743 -1.16909 5.73436
P 1.95271 1.18982 2.45804
C 0.37057 1.96194 2.94788
C -0.38759 2.54629 1.93283
C -1.58013 3.18938 2.22286
C -2.04181 3.23783 3.53025
C -1.31471 2.62762 4.54097
C -0.11193 1.99632 4.25292
C 2.99624 2.66046 2.15639
C 2.71750 3.91980 2.68484
C 3.55450 4.99419 2.42073
C 4.68441 4.82242 1.63297
C 4.97381 3.57203 1.10597
C 4.12949 2.50136 1.36143
H 0.98589 -3.04336 8.04379
H 0.55018 -1.46667 7.37110
H 2.02519 -1.63800 8.33446
H 2.98541 -4.31694 7.13815
H 4.01179 -2.93162 7.42024
H 3.93636 -3.64873 5.80555
H 1.19826 -5.01393 6.36782
H -0.36506 -6.08356 4.81698
H -1.26295 -4.81497 2.89295
H -2.25024 0.44464 1.41660
H -4.32441 1.41656 2.22628
H -5.52416 0.40599 4.15451
H -4.60832 -1.62962 5.23228
H -2.57145 -2.68041 4.35573
H 0.33742 -4.02211 0.36238
H -0.52866 -5.49568 -1.39662
H -2.95399 -5.51584 -1.91970
H -4.49317 -4.04481 -0.64649
H -3.63779 -2.59267 1.12457
H 4.08898 2.15403 4.26342
H 5.07388 1.21879 6.32012
H 4.22193 -0.88462 7.24313
H -0.07173 2.51198 0.89572
H -2.15387 3.62707 1.41636
H -2.98020 3.72761 3.75601
H -1.67848 2.64310 5.56029
H 0.45654 1.54194 5.05406
H 1.84268 4.06104 3.30688
H 3.32329 5.96684 2.83493
H 5.33532 5.66213 1.42828
H 5.85227 3.43012 0.49033
H 4.35769 1.52707 0.94260

These are the Mulliken partial charges, in e, on atoms 1 to 8: Rb 1.135; O -0.720; C 0.429; C -0.579; C -0.345; C -1.038; C -0.612; C 0.359

# 3
DFT (ωB97M-V/def2-TZVPD) results for a molecular structure, C55H46CsIN3O5STe at a distorted geometry.

Summary:
Net charge: -1
Energy relative to the best compared isomer or geometry (same formula, charge and spin) in kJ/mol: 149.1
Largest force on an atom in eV/Å: 2.6
LUMO energy in Ha: 0.074
2S+1: 1
Frontier orbital gap in eV: 6.550

Atoms and positions in Å:
Cs -1.95524 -2.01585 0.43690
C 0.78981 -5.30581 -0.89093
C -0.61132 -5.70518 -1.24111
N -0.89827 -6.97744 -1.32322
C -2.15763 -7.33393 -1.67154
C -3.14073 -6.42600 -1.96902
C -4.48775 -6.94932 -2.38513
O -4.73331 -6.79911 -3.78948
C -2.86911 -5.04260 -1.86329
C -3.90691 -4.09899 -2.28801
N -4.09691 -2.92911 -1.81067
C -5.21328 -2.19459 -2.25431
C -6.42814 -2.80604 -2.58269
C -7.53897 -2.06425 -2.94559
C -7.47116 -0.67919 -2.97981
C -6.28089 -0.04990 -2.64703
C -5.16801 -0.79618 -2.28510
I -3.42644 0.25684 -1.82020
C -1.56391 -4.62936 -1.47959
O -1.19356 -3.42204 -1.37386
H 1.39194 -6.19954 -0.73643
H 0.81050 -4.68508 0.00767
H 1.22352 -4.70154 -1.69125
H -2.36564 -8.39804 -1.70539
H -5.29982 -6.41465 -1.88997
H -4.56319 -8.00376 -2.10279
H -3.92189 -7.06041 -4.23823
H -4.55498 -4.46891 -3.09094
H -6.50032 -3.88456 -2.52620
H -8.46302 -2.57243 -3.19074
H -8.33734 -0.08897 -3.24871
H -6.21163 1.02920 -2.66221
C 4.05868 -0.26600 3.79636
C 2.67146 -0.26589 3.20981
C 1.58686 -0.80285 3.87556
C 0.30341 -0.84068 3.32044
C -0.79623 -1.53959 4.01455
O -1.64483 -2.19456 3.43062
C -0.90540 -1.41660 5.51588
C -1.50320 -2.45601 6.22156
C -1.67743 -2.36449 7.59283
C -1.27076 -1.21975 8.26852
C -0.68807 -0.17333 7.56763
C -0.50045 -0.27407 6.19548
C 0.03160 -0.23531 2.04475
O -1.13173 -0.10889 1.57689
C 1.19693 0.20279 1.31988
C 2.44333 0.19992 1.90402
C 1.10060 0.45546 -0.15453
N 1.41546 -0.40889 -1.02711
C 1.78214 -1.76043 -0.64825
C 3.28384 -2.00144 -0.72711
Te 4.35685 -1.00961 -2.29769
C 5.40180 0.28511 -1.00325
C 5.55914 1.62265 -1.35764
C 6.19875 2.50645 -0.49617
C 6.66895 2.06958 0.73376
C 6.52701 0.73434 1.08495
C 5.91164 -0.15572 0.21583
C 0.72155 1.81926 -0.66512
C 0.80113 2.03378 -2.16865
C 0.38207 4.21015 -2.72625
C 0.32273 4.99135 -1.39310
C 1.35146 4.29856 -0.47474
C 0.92965 3.00015 0.19867
H 4.03866 -0.58529 4.83929
H 4.51293 0.72755 3.76128
H 4.72971 -0.94170 3.25713
H 1.74201 -1.25279 4.85285
H -1.83129 -3.32896 5.67252
H -2.13709 -3.18089 8.13551
H -1.41393 -1.14212 9.33906
H -0.37948 0.72389 8.08910
H -0.05212 0.54141 5.64165
H 3.29287 0.54853 1.31657
H 1.23413 -2.42645 -1.31539
H 1.48889 -2.01232 0.37872
H 3.49360 -3.06507 -0.81855
H 3.76548 -1.63145 0.17855
H 5.16477 1.98446 -2.30027
H 6.30457 3.54442 -0.78263
H 7.14140 2.76489 1.41555
H 6.90062 0.37946 2.03730
H 5.83780 -1.20083 0.49192
H 1.10471 1.10453 -2.64261
H 0.36917 4.85978 -3.59881
H 0.76367 5.97018 -1.62359
H 1.72295 4.98989 0.28638
H 1.34019 2.83581 1.19216
O -0.36300 2.45770 0.01834
S -0.71473 2.76248 -2.89765
C 1.63286 3.28380 -2.58524
C 2.39446 3.11393 -3.86203
C 3.38553 3.95350 -4.15998
C 3.76811 5.01674 -3.21765
C 3.32421 5.00713 -1.96044
C 2.45937 3.88809 -1.45623
C -1.05156 5.26583 -0.83500
C -2.07827 5.63776 -1.69933
C -3.34294 5.94201 -1.22072
C -3.60284 5.88507 0.14185
C -2.58617 5.52425 1.01299
C -1.32267 5.21988 0.52684
H 2.07099 2.34578 -4.55462
H 3.91002 3.87811 -5.10426
H 4.43659 5.79870 -3.55741
H 3.63320 5.77511 -1.25788
H 3.10645 3.13560 -0.98336
H -1.88981 5.67790 -2.76635
H -4.12925 6.21286 -1.91377
H -4.59162 6.11059 0.51958
H -2.77839 5.46237 2.07638
H -0.55017 4.91923 1.22279

These are the Mulliken partial charges, in e, on atoms 1 to 8: Cs 1.112; C -0.484; C 0.350; N -0.732; C -0.854; C 0.654; C -0.815; O -0.546

# 4
DFT (ωB97M-V/def2-TZVPD) results for a molecular structure, C55H50CdN3O5P2SSi at a distorted geometry.

Summary:
Net charge: -1
Energy relative to the best compared isomer or geometry (same formula, charge and spin) in kJ/mol: 274.2
Largest force on an atom in eV/Å: 1.4
LUMO energy in Ha: 0.084
2S+1: 1
Frontier orbital gap in eV: 6.927

Atoms and positions in Å:
Cd 0.24720 -1.37291 1.26814
C 8.13318 1.87711 1.62700
C 6.87519 1.05112 1.66915
C 5.69883 1.48465 1.06864
C 4.52855 0.74592 1.16731
C 4.53823 -0.44239 1.87816
C 5.70923 -0.91139 2.45258
C 6.87249 -0.17004 2.34157
S 3.00894 -1.31235 2.23013
O 3.26440 -2.06671 3.44013
O 2.64519 -2.12991 1.08629
N 1.85882 -0.21655 2.39638
C 1.60225 0.36098 3.60941
C 2.54110 0.58105 4.61131
C 2.17823 1.13158 5.84349
C 0.88139 1.48165 6.11901
C -0.11030 1.28856 5.13751
C -1.47669 1.57299 5.35934
C -2.39086 1.32337 4.37539
C -1.93698 0.79879 3.15452
N -0.68031 0.53201 2.90400
C 0.24237 0.74968 3.87061
H 7.96619 2.82455 1.11656
H 8.92927 1.34043 1.10775
H 8.48563 2.08750 2.63823
H 5.68817 2.42549 0.53095
H 3.60881 1.07012 0.69748
H 5.68168 -1.84397 3.00006
H 7.78646 -0.52766 2.80140
H 3.56567 0.29587 4.42493
H 2.94217 1.26886 6.59929
H 0.60518 1.88623 7.08503
H -1.78513 1.96531 6.32190
H -3.44340 1.53369 4.50813
H -2.63641 0.60538 2.34794
O -2.01281 0.19783 -2.80964
C -2.58310 1.29410 -3.43100
C -3.69489 1.13698 -4.26043
C -4.20698 2.21637 -4.95457
C -3.59911 3.45622 -4.85877
C -2.55889 3.63626 -3.96771
C -2.07376 2.58360 -3.19482
P -0.95995 2.90061 -1.74976
C -1.99582 4.26098 -1.03608
C -1.38755 5.24561 -0.25362
C -2.12896 6.27824 0.29648
C -3.49985 6.34030 0.09639
C -4.12914 5.32357 -0.60553
C -3.38602 4.28421 -1.14658
C 0.29040 3.87826 -2.70096
C 0.43986 5.26301 -2.72293
C 1.54135 5.84127 -3.34006
C 2.49968 5.05052 -3.95425
C 2.31338 3.67727 -4.01635
C 1.21283 3.10209 -3.40521
C -1.76210 -0.89001 -3.61911
C -1.93202 -0.81705 -5.00028
C -1.75419 -1.93925 -5.78902
C -1.37381 -3.13614 -5.22410
C -1.10473 -3.19495 -3.86839
C -1.28441 -2.09500 -3.03780
P -0.89335 -2.16849 -1.23007
C -2.42710 -3.12289 -0.76877
C -3.27597 -2.42803 0.09202
C -4.44191 -3.00381 0.57429
C -4.77861 -4.29367 0.19506
C -3.95150 -4.98944 -0.67628
C -2.78888 -4.40868 -1.16086
C 0.36557 -3.49967 -1.26978
C 1.49038 -3.32413 -2.07503
C 2.53305 -4.23407 -2.03711
C 2.46544 -5.34100 -1.20315
C 1.35665 -5.51541 -0.39084
C 0.31614 -4.59903 -0.41471
H -4.16640 0.16674 -4.33544
H -5.08005 2.08353 -5.58016
H -3.96193 4.28855 -5.44771
H -2.11578 4.61690 -3.84587
H -0.32300 5.18411 -0.06328
H -1.63182 7.03863 0.88565
H -4.07570 7.16494 0.49706
H -5.20374 5.33928 -0.74042
H -3.90045 3.48805 -1.66829
H -0.29670 5.90145 -2.25672
H 1.65254 6.91880 -3.32507
H 3.38479 5.50539 -4.38130
H 3.03851 3.04748 -4.51479
H 1.07304 2.03079 -3.45374
H -2.18973 0.12049 -5.46905
H -1.92286 -1.86586 -6.85572
H -1.27806 -4.02171 -5.83873
H -0.74114 -4.11938 -3.43913
H -2.99866 -1.42132 0.38908
H -5.07365 -2.45660 1.26250
H -5.67174 -4.76506 0.58532
H -4.21218 -5.99649 -0.97977
H -2.15922 -4.97502 -1.83646
H 1.57028 -2.44411 -2.69633
H 3.41503 -4.06361 -2.64110
H 3.27940 -6.05532 -1.17798
H 1.30540 -6.36596 0.27820
H -0.53925 -4.73646 0.23297
C 0.15801 -2.76194 4.59320
Si -0.88343 -2.84254 2.99040
C -2.63699 -2.27738 3.58496
C -1.12054 -4.74694 2.78856
H -0.13023 -3.52553 5.31987
H 0.05786 -1.78581 5.07604
H 1.21728 -2.88692 4.36850
H -3.27719 -3.13530 3.80025
H -3.14742 -1.66223 2.84186
H -2.56645 -1.67746 4.49509
H -1.37569 -5.20065 3.74954
H -0.20984 -5.22808 2.42544
H -1.92496 -4.99254 2.08918
O 2.87073 -0.50315 -1.88497
N 2.28531 -0.16064 -0.87386
O 1.04247 -0.47670 -0.81815

These are the Mulliken partial charges, in e, on atoms 1 to 8: Cd 2.267; C -1.508; C 1.177; C -0.975; C -0.324; C -0.230; C -0.568; C -0.725